*1*
A 4-piece molecular cluster, C2H11NO4 overall. Source: the Open Molecules 2025 dataset; level of theory: ωB97M-V/def2-TZVPD.

As for the HOMO-LUMO gap: 10.72 eV. For the LUMO energy, the calculation gives 0.023 hartree. As for the HOMO energy: -10.10 eV. As for the structure (SMILES): CNC=O.O.O.O.

Cartesian coordinates (Å):
C: 1.484 -0.839 -1.302
N: 0.571 -1.352 -0.299
C: 0.960 -1.481 0.966
O: 0.300 -2.093 1.852
H: 1.791 0.134 -1.012
H: 2.379 -1.330 -1.554
H: 0.841 -1.111 -2.205
H: -0.487 -1.326 -0.383
H: 2.084 -1.239 1.060
O: -2.047 1.231 -1.173
H: -2.171 0.972 -0.217
H: -2.723 0.838 -1.809
O: -1.758 -0.115 1.478
H: -1.062 -0.813 1.597
H: -1.832 0.279 2.361
O: 0.688 2.606 0.562
H: -0.044 2.259 0.012
H: 1.024 3.382 0.066

=====

*2*
A 4-piece molecular cluster, C2H11NO4 overall. Source: the Open Molecules 2025 dataset; level of theory: ωB97M-V/def2-TZVPD.

As for the HOMO-LUMO gap: 10.49 eV. For the LUMO energy, the calculation gives 0.019 hartree. As for the HOMO energy: -9.97 eV. As for the structure (SMILES): CC(N)=O.O.O.O.

Cartesian coordinates (Å):
C: -2.963 1.044 -0.607
C: -1.470 0.960 -0.642
N: -0.932 0.221 -1.662
O: -0.696 1.530 0.107
H: -3.240 1.437 0.389
H: -3.478 0.128 -0.835
H: -3.279 1.855 -1.284
H: -1.248 -0.084 -2.569
H: 0.049 -0.002 -1.538
O: 1.211 -1.497 -0.602
H: 1.401 -2.439 -0.718
H: 1.921 -1.006 -0.169
O: 2.029 2.216 1.111
H: 1.259 1.766 0.723
H: 1.569 2.921 1.561
O: 1.718 -3.666 1.897
H: 2.645 -3.655 2.109
H: 1.366 -2.768 1.878

=====

Most stable: *2* (next structure +25.2 kcal/mol)

=====

*1*
C28H40N5OPZn as an isolated structure. Source: the Open Molecules 2025 dataset; level of theory: ωB97M-V/def2-TZVPD.

As for the HOMO-LUMO gap: 8.44 eV. For the LUMO energy, the calculation gives -0.186 hartree. As for the HOMO energy: -13.50 eV. The charge is +2.

Cartesian coordinates (Å):
Zn: 9.176 4.790 15.564
N: 10.928 5.389 16.443
C: 11.052 6.856 16.332
C: 9.799 7.520 16.856
N: 8.587 6.699 16.741
C: 7.495 7.293 15.934
C: 7.726 7.102 14.432
N: 7.940 5.678 14.127
H: 11.776 4.913 16.127
H: 10.809 5.188 17.452
H: 11.934 7.261 16.823
H: 11.232 7.092 15.303
H: 9.940 7.799 17.897
H: 9.713 8.495 16.355
H: 8.219 6.399 17.639
H: 6.542 6.836 16.267
H: 7.265 8.354 16.184
H: 6.855 7.479 13.907
H: 8.603 7.696 14.084
H: 7.036 5.196 14.228
H: 8.213 5.540 13.133
N: 7.872 3.231 16.244
C: 8.397 1.882 16.097
C: 7.919 0.877 16.971
C: 8.316 -0.436 16.828
C: 9.106 -0.761 15.720
C: 9.556 0.216 14.832
C: 9.323 1.589 15.099
P: 10.137 2.824 14.060
C: 11.892 2.667 14.256
C: 12.567 1.518 14.758
C: 13.966 1.413 14.700
C: 14.725 2.454 14.187
C: 14.093 3.595 13.626
C: 12.688 3.675 13.649
C: 9.749 2.397 12.308
C: 8.461 2.576 11.719
C: 8.254 2.352 10.348
C: 9.357 1.944 9.540
C: 10.551 1.621 10.133
C: 10.785 1.909 11.483
H: 7.727 3.509 17.216
H: 7.055 3.457 15.631
H: 7.253 1.113 17.776
H: 8.017 -1.151 17.604
H: 9.426 -1.781 15.542
H: 10.021 -0.021 13.866
H: 12.004 0.759 15.298
H: 14.433 0.511 15.167
H: 15.790 2.362 14.115
H: 14.648 4.429 13.241
H: 12.145 4.525 13.239
H: 7.591 2.966 12.271
H: 7.289 2.479 9.903
H: 9.277 1.817 8.435
H: 11.401 1.263 9.557
H: 11.777 1.677 11.911
O: 5.387 3.646 14.365
C: 4.191 3.357 14.074
C: 3.094 3.200 15.144
C: 2.174 2.017 14.785
C: 2.957 0.745 14.377
C: 3.265 0.621 12.848
C: 4.275 1.637 12.398
N: 3.844 3.015 12.777
H: 2.553 4.160 15.165
H: 3.595 3.034 16.076
H: 1.497 2.369 13.985
H: 1.617 1.786 15.706
H: 2.484 -0.204 14.685
H: 3.920 0.765 14.888
H: 2.361 0.752 12.270
H: 3.695 -0.405 12.686
H: 4.505 1.631 11.347
H: 5.240 1.523 12.890
H: 2.845 3.090 12.526

=====

*2*
C28H40N5OPZn as an isolated structure. Source: the Open Molecules 2025 dataset; level of theory: ωB97M-V/def2-TZVPD.

As for the HOMO-LUMO gap: 8.57 eV. For the LUMO energy, the calculation gives -0.189 hartree. As for the HOMO energy: -13.71 eV. The charge is +2.

Cartesian coordinates (Å):
Zn: -0.117 -0.417 1.404
N: 1.747 0.473 1.651
C: 1.974 0.775 3.095
C: 0.679 1.225 3.740
N: -0.351 0.198 3.421
C: -1.750 0.724 3.414
C: -2.284 1.311 2.079
N: -1.648 0.863 0.838
H: 1.765 1.224 0.990
H: 2.535 -0.111 1.214
H: 2.437 -0.083 3.584
H: 2.670 1.619 3.210
H: 0.777 1.228 4.826
H: 0.433 2.235 3.388
H: -0.325 -0.468 4.166
H: -2.420 -0.086 3.692
H: -1.948 1.509 4.118
H: -3.334 1.013 2.128
H: -2.302 2.424 2.110
H: -2.194 0.213 0.240
H: -1.524 1.679 0.213
N: -2.710 -1.213 -1.024
C: -2.645 -2.343 -0.124
C: -3.797 -2.881 0.475
C: -3.720 -4.117 1.029
C: -2.584 -4.892 0.971
C: -1.401 -4.316 0.561
C: -1.423 -2.994 0.088
P: 0.164 -2.119 -0.122
C: 1.489 -3.245 0.358
C: 1.554 -3.665 1.686
C: 2.572 -4.414 2.210
C: 3.561 -4.863 1.364
C: 3.575 -4.441 0.047
C: 2.531 -3.621 -0.514
C: 0.303 -1.968 -1.890
C: 0.934 -0.856 -2.429
C: 1.002 -0.704 -3.836
C: 0.374 -1.628 -4.666
C: -0.331 -2.715 -4.144
C: -0.304 -2.903 -2.778
H: -2.039 -1.262 -1.812
H: -3.660 -1.091 -1.413
H: -4.747 -2.288 0.478
H: -4.611 -4.472 1.570
H: -2.601 -5.918 1.378
H: -0.540 -4.880 0.481
H: 0.634 -3.516 2.273
H: 2.562 -4.751 3.217
H: 4.325 -5.464 1.731
H: 4.438 -4.655 -0.528
H: 2.658 -3.193 -1.508
H: 1.409 -0.052 -1.812
H: 1.594 0.094 -4.255
H: 0.360 -1.477 -5.727
H: -0.757 -3.495 -4.736
H: -0.789 -3.806 -2.418
O: 1.399 2.344 -0.563
C: 0.780 3.195 -1.227
C: 1.339 3.852 -2.526
C: 1.188 5.404 -2.711
C: 1.062 6.155 -1.408
C: -0.355 6.042 -0.786
C: -0.837 4.691 -0.171
N: -0.551 3.548 -0.979
H: 0.813 3.344 -3.357
H: 2.376 3.571 -2.587
H: 0.297 5.566 -3.337
H: 2.115 5.770 -3.187
H: 1.210 7.222 -1.490
H: 1.836 5.843 -0.642
H: -1.089 6.285 -1.599
H: -0.456 6.828 -0.025
H: -1.916 4.778 -0.058
H: -0.403 4.511 0.838
H: -1.010 3.625 -1.893

=====

Most stable: *1* (next structure +17.3 kcal/mol)

=====

*1*
A 3-piece molecular cluster, H7NO2 overall. Source: the Open Molecules 2025 dataset; level of theory: ωB97M-V/def2-TZVPD.

As for the HOMO-LUMO gap: 11.27 eV. For the LUMO energy, the calculation gives 0.026 hartree. As for the HOMO energy: -10.57 eV. As for the structure (SMILES): N.O.O.

Cartesian coordinates (Å):
N: -1.691 -0.303 0.258
H: -2.242 -0.118 1.118
H: -1.649 -1.343 0.179
H: -2.437 -0.027 -0.377
O: 1.356 -1.213 -0.055
H: 0.601 -0.783 -0.471
H: 2.150 -0.758 -0.348
O: 0.507 1.495 -0.236
H: -0.406 1.171 -0.102
H: 0.878 1.424 0.650

=====

*2*
A 3-piece molecular cluster, H7NO2 overall. Source: the Open Molecules 2025 dataset; level of theory: ωB97M-V/def2-TZVPD.

As for the HOMO-LUMO gap: 10.08 eV. For the LUMO energy, the calculation gives 0.028 hartree. As for the HOMO energy: -9.33 eV. As for the structure (SMILES): N.O.O.

Cartesian coordinates (Å):
N: 0.585 0.484 1.804
H: 0.945 0.110 2.568
H: 0.941 1.348 1.570
H: 0.402 -0.141 1.085
O: 0.385 0.897 -2.216
H: 0.945 1.659 -2.127
H: 0.580 0.016 -2.087
O: -1.471 -1.499 0.037
H: -2.088 -0.803 -0.105
H: -1.223 -2.071 -0.529

=====

Most stable: *1* (next structure +34.8 kcal/mol)

=====

*1*
C5H8ClN as an isolated structure. Source: the Open Molecules 2025 dataset; level of theory: ωB97M-V/def2-TZVPD.

As for the HOMO-LUMO gap: 10.41 eV. For the LUMO energy, the calculation gives 0.021 hartree. As for the HOMO energy: -9.84 eV.

Cartesian coordinates (Å):
C: 0.691 -0.476 -0.611
C: 0.713 0.627 0.272
C: 1.327 1.884 0.024
C: -0.680 -1.063 -0.427
C: -1.608 -0.874 0.667
H: 0.874 -0.183 -1.623
H: 0.300 0.458 1.295
H: 2.138 2.344 -0.958
H: 1.473 2.594 0.760
H: -0.555 -1.905 -0.973
H: -1.171 -0.606 1.609
H: -2.315 -1.748 0.946
H: -1.365 0.699 -0.360
N: -1.794 -0.151 -0.658
Cl: 1.974 -1.600 0.036

=====

*2*
C5H8ClN as an isolated structure. Source: the Open Molecules 2025 dataset; level of theory: ωB97M-V/def2-TZVPD.

As for the HOMO-LUMO gap: 9.68 eV. For the LUMO energy, the calculation gives 0.035 hartree. As for the HOMO energy: -8.73 eV.

Cartesian coordinates (Å):
C: 0.915 0.070 0.701
C: -0.411 -0.731 0.687
C: -1.322 -1.171 -0.282
C: -1.530 1.291 -0.036
C: -0.176 0.679 -0.171
H: 1.059 0.498 1.672
H: -0.756 -0.727 1.734
H: -1.843 -2.410 -0.186
H: -0.949 -0.975 -1.382
H: -2.940 -0.149 -1.004
H: -1.802 2.144 -0.684
H: -1.697 1.779 1.019
H: -0.109 0.292 -1.197
N: -2.377 -0.125 -0.098
Cl: 2.401 -0.024 -0.275

=====

Most stable: *1* (next structure +30.2 kcal/mol)